A cluster of 15 separate species, C43H98I2N3O20PS2 in total. Source: the OMol25 dataset; level of theory: ωB97M-V/def2-TZVPD.

Energy relative to the best compared isomer or geometry (same formula, charge and spin): 0.0 kcal per mole
Lowest unoccupied orbital energy: -0.00687 Ha
HOMO: -8.20 eV
Calculated total energy: -138747.3650 eV
Kohn-Sham gap: 8.015 eV

Positions of all 169 atoms, in Å:
C -1.345 3.013 0.356
C -2.162 1.810 -0.252
C -1.784 1.721 -1.797
I -3.566 1.497 -3.071
C -0.718 0.607 -2.088
C -1.012 -0.838 -1.908
C -2.429 -1.315 -1.411
C -3.321 -1.888 -2.621
C -3.550 -3.452 -2.547
S -5.308 -3.981 -2.530
C -0.011 -1.880 -2.214
C -0.269 -3.401 -2.028
O -0.717 -3.713 -0.685
C -0.880 -5.120 -0.516
O -2.179 -5.467 -0.060
C -2.542 -6.797 -0.480
C -4.055 -7.115 -0.300
O -4.734 -7.287 -1.574
C 1.318 -1.493 -2.725
C 2.428 -2.509 -3.119
C 3.146 -2.980 -1.793
C 4.561 -2.346 -1.510
C 4.815 -2.624 0.034
O 4.356 -1.535 0.864
C 5.282 -1.297 1.881
C 6.561 -0.472 1.514
O 5.170 -1.716 2.998
C 1.594 -0.074 -2.900
C 0.624 0.988 -2.592
N 0.870 2.412 -2.786
O 0.452 2.867 -4.031
C 2.230 2.819 -2.470
C 2.437 4.143 -1.832
I 0.748 5.386 -1.376
C 3.786 4.625 -1.526
P 3.998 6.321 -0.737
N 4.020 6.095 0.837
C 5.011 3.860 -1.826
C 6.427 4.437 -1.512
C 4.801 2.545 -2.453
N 5.911 1.683 -2.787
C 3.440 2.064 -2.758
S 3.212 0.456 -3.583
H -1.794 3.949 -0.084
H -1.444 3.097 1.462
H -0.293 2.959 -0.014
H -3.239 2.133 -0.219
H -2.027 0.850 0.298
H -1.392 2.738 -2.069
H -3.028 -0.455 -1.004
H -2.365 -2.063 -0.586
H -4.335 -1.399 -2.562
H -2.889 -1.544 -3.603
H -3.062 -3.883 -1.640
H -3.019 -3.908 -3.433
H -5.926 -3.381 -3.607
H 0.659 -4.020 -2.183
H -0.996 -3.744 -2.817
H -0.603 -5.672 -1.455
H -0.154 -5.430 0.297
H -1.949 -7.555 0.138
H -2.295 -6.967 -1.571
H -4.189 -8.098 0.242
H -4.634 -6.343 0.267
H -5.690 -7.173 -1.431
H 3.115 -2.154 -3.927
H 1.916 -3.421 -3.542
H 3.293 -4.095 -1.758
H 2.439 -2.745 -0.946
H 4.567 -1.233 -1.629
H 5.356 -2.817 -2.141
H 4.202 -3.534 0.309
H 5.886 -2.912 0.219
H 7.006 -0.906 0.576
H 7.315 -0.467 2.343
H 6.337 0.607 1.290
H 0.876 2.293 -4.707
H 2.960 7.213 -1.126
H 5.229 6.923 -1.164
H 3.262 6.623 1.289
H 6.621 4.581 -0.423
H 6.459 5.464 -1.978
H 7.249 3.866 -2.021
H 6.775 2.217 -2.880
H 5.725 1.316 -3.728
C 1.675 -4.530 1.911
O 2.107 -5.807 1.448
H 1.820 -3.801 1.115
H 0.615 -4.572 2.175
H 2.266 -4.236 2.783
H 1.969 -6.435 2.170
C 4.760 -8.119 2.947
O 3.799 -7.148 3.346
H 4.672 -8.988 3.597
H 4.574 -8.421 1.913
H 5.765 -7.700 3.039
H 3.898 -6.390 2.756
C 7.185 -8.609 6.010
O 7.614 -9.884 5.546
H 7.330 -7.880 5.215
H 6.125 -8.651 6.273
H 7.774 -8.314 6.882
H 7.476 -10.511 6.263
C -8.973 -4.448 -4.699
O -8.141 -3.433 -5.252
H -8.404 -5.002 -3.954
H -9.844 -3.992 -4.222
H -9.294 -5.131 -5.489
H -8.667 -2.959 -5.906
C -2.553 7.665 -3.551
O -1.863 8.815 -3.071
H -3.348 7.989 -4.220
H -1.859 7.022 -4.097
H -2.987 7.119 -2.710
H -1.165 8.503 -2.483
C -1.794 -5.671 4.087
O -2.632 -6.445 3.236
H -2.063 -5.874 5.122
H -0.748 -5.945 3.925
H -1.939 -4.608 3.878
H -2.377 -6.249 2.325
C 1.982 3.948 2.927
O 1.095 3.130 2.173
H 1.799 3.773 3.988
H 3.017 3.691 2.693
H 1.803 5.002 2.699
H 1.275 3.302 1.241
C -0.824 10.996 0.032
O -0.597 11.245 -1.350
H -0.171 11.642 0.617
H -1.867 11.215 0.278
H -0.599 9.951 0.262
H -1.187 10.662 -1.846
C -2.530 -9.790 2.847
O -1.867 -9.594 1.602
H -2.825 -8.819 3.241
H -3.421 -10.407 2.701
H -1.855 -10.277 3.556
H -1.616 -10.465 1.273
C -6.615 -7.378 -5.139
O -7.942 -7.859 -5.329
H -6.634 -6.289 -5.124
H -6.223 -7.746 -4.188
H -5.979 -7.717 -5.961
H -7.896 -8.821 -5.338
C -3.727 2.596 3.408
O -4.192 2.585 2.063
H -2.661 2.819 3.407
H -4.256 3.364 3.979
H -3.889 1.617 3.866
H -5.134 2.386 2.089
C 0.361 7.463 3.736
O 0.590 7.714 2.352
H 1.014 8.109 4.321
H -0.680 7.683 3.983
H 0.586 6.420 3.966
H 0.002 7.132 1.856
C -3.344 14.271 0.436
O -2.703 14.546 -0.802
H -3.659 15.212 0.884
H -4.221 13.641 0.265
H -2.646 13.766 1.110
H -2.432 13.701 -1.180
C 0.044 10.687 6.562
O -0.835 9.863 5.806
H -0.143 10.516 7.620
H 1.082 10.431 6.333
H -0.138 11.739 6.328
H -0.652 10.029 4.875

Atomic partial charges in e from the Mulliken method, atoms 1 to 5: 0.07, -0.28, -1.38, 0.06, 0.14